Entry from the OMol25 dataset: C52H35Cl5MnNP2Si as an isolated structure (ωB97M-V/def2-TZVPD).

## Properties
* energy above the lowest of the compared OMol25 structures with the same formula, charge and spin: 182.5 kJ/mol
* expectation value of S²: 1.131
* LUMO energy (alpha / beta): -3.30 / -2.97 eV
* net charge: +1
* 2S+1: 2

Each line ends with the Mulliken spin population.
Cartesian coordinates (Å):
Mn1 0.039 -0.543 -0.138  1.259
C1 1.912 -3.243 1.318  -0.009
Si1 1.832 -1.354 1.155  -0.051
C2 1.636 -0.687 2.918  -0.003
C3 2.280 -1.238 4.024  0.000
C4 1.998 -0.801 5.308  0.000
C5 1.046 0.188 5.510  0.000
C6 0.398 0.760 4.427  0.001
C7 0.702 0.333 3.138  0.033
P1 -0.015 1.078 1.634  -0.077
C8 1.172 2.399 1.194  0.011
C9 2.512 2.330 1.558  -0.002
C10 3.398 3.320 1.154  0.002
C11 2.951 4.390 0.395  -0.003
C12 1.614 4.463 0.026  0.001
C13 0.731 3.470 0.414  0.000
C14 -1.453 2.030 2.203  -0.018
C15 -1.307 3.150 3.025  -0.004
C16 -2.424 3.832 3.473  0.002
C17 -3.696 3.410 3.104  0.000
C18 -3.847 2.307 2.281  0.001
C19 -2.727 1.623 1.829  -0.017
C20 3.490 -0.886 0.355  -0.052
C21 4.731 -1.208 0.897  0.002
C22 5.906 -0.896 0.229  -0.002
C23 5.861 -0.265 -1.007  0.002
C24 4.639 0.055 -1.576  -0.003
C25 3.467 -0.261 -0.896  0.042
P2 1.829 0.237 -1.483  -0.042
C26 0.933 -1.229 -2.085  -0.034
C27 1.245 -2.500 -2.444  -0.165
C28 0.066 -3.443 -2.423  -0.025
C29 -2.111 -2.841 -2.830  0.003
C30 -2.421 -1.385 -3.272  -0.004
C31 -2.174 -0.533 -1.988  0.009
C32 2.131 1.269 -2.930  0.008
C33 2.136 2.651 -2.771  -0.007
C34 2.430 3.468 -3.851  0.000
C35 2.722 2.907 -5.085  0.001
C36 2.723 1.527 -5.243  -0.001
C37 2.429 0.707 -4.168  0.006
H1 2.825 -3.541 1.833  -0.003
H2 1.926 -3.726 0.341  0.007
H3 1.071 -3.642 1.881  0.001
H4 2.998 -2.036 3.887  -0.001
H5 2.504 -1.245 6.154  0.000
H6 0.805 0.514 6.513  0.000
H7 -0.346 1.524 4.596  0.001
H8 2.875 1.514 2.166  0.002
H9 4.436 3.256 1.447  0.000
H10 3.639 5.167 0.094  0.000
H11 1.257 5.299 -0.561  0.000
H12 -0.308 3.537 0.120  -0.001
H13 -0.320 3.492 3.309  0.001
H14 -2.304 4.697 4.110  0.000
H15 -4.565 3.947 3.456  0.000
H16 -4.833 1.977 1.984  0.000
H17 -2.846 0.771 1.171  0.023
H18 4.788 -1.699 1.860  0.000
H19 6.861 -1.141 0.673  0.000
H20 6.777 -0.021 -1.527  0.000
H21 4.603 0.558 -2.533  -0.001
H22 2.258 -2.837 -2.617  0.020
H23 0.285 -4.399 -1.951  -0.003
H24 -2.966 -3.460 -2.584  -0.001
H25 -3.306 -1.194 -3.870  0.000
H26 -2.192 0.533 -2.208  -0.015
H27 1.910 3.087 -1.805  0.006
H28 2.431 4.542 -3.728  0.000
H29 2.950 3.545 -5.928  0.000
H30 2.948 1.090 -6.205  0.000
H31 2.428 -0.368 -4.297  -0.001
Cl1 -1.049 -2.626 -0.012  0.001
C38 -1.004 -2.584 -1.829  0.019
C39 -0.623 -1.165 -2.252  0.044
C40 -1.052 -0.935 -3.765  0.014
Cl2 -0.989 0.813 -4.130  -0.001
C41 -0.461 -1.712 -4.921  -0.015
Cl3 0.192 -0.912 -6.290  0.000
C42 -0.514 -3.043 -4.888  0.002
Cl4 0.096 -4.046 -6.126  0.000
C43 -0.983 -3.651 -3.617  -0.008
Cl5 -1.449 -5.349 -3.746  0.000
N1 -8.188 -2.525 4.973  0.000
C44 -7.464 -2.271 4.120  0.000
C45 -6.562 -1.954 3.056  0.000
C46 -5.236 -1.639 3.347  0.001
C47 -4.365 -1.331 2.319  -0.002
C48 -4.816 -1.340 0.996  -0.006
C49 -6.144 -1.655 0.712  0.000
C50 -7.016 -1.963 1.737  0.000
C51 -3.902 -1.043 -0.056  -0.007
C52 -3.080 -0.819 -0.906  0.060
H32 -4.896 -1.637 4.372  0.000
H33 -3.335 -1.083 2.536  0.000
H34 -6.488 -1.657 -0.313  0.000
H35 -8.047 -2.207 1.526  0.000


Entry from the OMol25 dataset: C52H36Cl3F9GeN4O5Rb as an isolated structure (ωB97M-V/def2-TZVPD).

## Properties
* expectation value of S²: 0.921
* LUMO energy (alpha / beta): 3.01 / 2.56 eV
* net charge: -2
* 2S+1: 2

Each line ends with the Mulliken spin population.
Cartesian coordinates (Å):
Rb1 -5.395 -23.972 -12.253  0.017
C1 -14.848 -19.404 -10.855  0.002
O1 -14.077 -20.335 -10.095  0.004
C2 -12.879 -20.732 -10.503  0.026
C3 -12.437 -20.761 -11.851  -0.015
C4 -11.163 -21.173 -12.176  0.035
C5 -10.341 -21.724 -11.180  0.001
C6 -10.848 -21.822 -9.859  0.023
C7 -12.029 -21.275 -9.500  -0.019
C8 -8.920 -22.045 -11.478  0.075
C9 -8.730 -22.694 -12.775  0.011
C10 -9.777 -23.299 -13.584  -0.071
C11 -9.195 -23.773 -14.721  0.042
C12 -7.775 -23.512 -14.631  -0.084
N1 -7.559 -22.853 -13.446  0.198
C13 -6.732 -23.748 -15.586  0.081
C14 -5.667 -22.758 -15.712  0.029
C15 -5.414 -21.926 -16.859  0.038
C16 -4.437 -21.011 -16.514  -0.013
C17 -4.124 -21.238 -15.103  -0.030
C18 -3.249 -20.499 -14.259  0.026
C19 -2.557 -19.278 -14.725  0.015
C20 -1.312 -18.952 -14.099  0.021
C21 -0.618 -17.803 -14.349  -0.010
C22 -1.091 -16.963 -15.381  0.017
O2 -0.443 -15.793 -15.522  0.002
C23 -1.139 -14.737 -16.157  0.001
C24 -2.269 -17.298 -16.096  -0.008
C25 -3.017 -18.409 -15.732  0.016
C26 -3.082 -20.853 -12.816  0.069
N2 -4.143 -20.994 -12.020  0.007
C27 -3.687 -21.229 -10.703  0.015
C28 -4.481 -21.226 -9.548  -0.025
C29 -3.889 -21.076 -8.210  0.004
C30 -4.556 -21.656 -7.108  0.011
C31 -4.093 -21.553 -5.830  0.005
C32 -2.854 -20.863 -5.602  -0.004
O3 -2.477 -20.856 -4.328  0.000
C33 -1.558 -19.936 -3.715  0.000
C34 -2.150 -20.335 -6.705  0.001
C35 -2.645 -20.447 -8.001  -0.001
C36 -5.919 -21.312 -9.614  0.149
C37 -6.870 -20.649 -8.726  -0.050
C38 -8.114 -20.884 -9.293  0.080
C39 -7.924 -21.637 -10.529  -0.034
N3 -6.575 -21.885 -10.648  0.047
C40 -2.272 -21.399 -10.785  0.006
C41 -1.848 -21.164 -12.086  0.040
N4 -4.834 -22.382 -14.696  0.094
C42 -6.850 -24.916 -16.480  0.059
C43 -7.437 -24.873 -17.733  0.055
C44 -7.486 -25.995 -18.556  0.010
C45 -7.033 -27.230 -18.067  0.000
O4 -7.227 -28.320 -18.811  0.000
C46 -6.560 -29.545 -18.486  0.000
C47 -6.499 -27.298 -16.735  0.018
C48 -6.373 -26.170 -15.983  -0.005
H1 -15.491 -18.937 -10.090  0.000
H2 -15.459 -19.932 -11.606  0.000
H3 -14.208 -18.651 -11.309  -0.001
H4 -13.174 -20.522 -12.608  -0.001
H5 -10.795 -21.060 -13.185  0.000
H6 -10.278 -22.334 -9.097  0.000
H7 -12.377 -21.240 -8.487  0.000
H8 -10.838 -23.370 -13.377  -0.003
H9 -9.685 -24.357 -15.483  0.004
H10 -5.910 -21.982 -17.824  0.002
H11 -3.902 -20.338 -17.197  0.002
H12 -0.867 -19.701 -13.482  0.002
H13 0.297 -17.562 -13.836  0.000
H14 -0.665 -13.816 -15.732  0.000
H15 -2.216 -14.723 -15.961  0.000
H16 -0.943 -14.728 -17.237  0.000
H17 -2.512 -16.740 -17.002  0.000
H18 -4.021 -18.514 -16.156  0.001
H19 -5.400 -22.332 -7.288  -0.011
H20 -4.645 -21.999 -5.006  0.000
H21 -1.900 -19.911 -2.666  0.000
H22 -1.630 -18.940 -4.154  0.000
H23 -0.534 -20.352 -3.784  0.000
H24 -1.164 -19.887 -6.607  0.000
H25 -2.133 -19.905 -8.776  0.000
H26 -6.706 -20.089 -7.839  -0.003
H27 -9.050 -20.493 -8.921  0.003
H28 -1.591 -21.585 -9.969  0.000
H29 -0.862 -21.340 -12.465  -0.001
H30 -7.884 -23.948 -18.091  0.002
H31 -7.926 -25.902 -19.541  0.000
H32 -6.938 -30.275 -19.206  0.000
H33 -6.790 -29.879 -17.466  0.000
H34 -5.474 -29.440 -18.638  0.000
H35 -6.196 -28.263 -16.306  0.001
H36 -5.931 -26.255 -14.988  0.029
F1 -6.289 -28.686 -12.460  0.000
C49 -4.924 -28.746 -12.573  0.000
F2 -4.597 -29.028 -13.875  0.000
F3 -4.451 -29.721 -11.736  0.000
C50 -4.327 -27.314 -12.174  0.000
O5 -4.786 -26.472 -13.037  -0.002
C51 -2.704 -27.409 -12.220  0.000
F4 -2.230 -28.535 -11.605  0.000
F5 -2.129 -26.276 -11.670  0.000
F6 -2.385 -27.431 -13.555  0.000
C52 -4.722 -26.982 -10.582  -0.001
F7 -6.067 -27.141 -10.412  0.000
F8 -4.391 -25.672 -10.327  -0.001
F9 -4.077 -27.793 -9.654  0.000
Cl1 -0.768 -20.662 -17.713  0.000
Ge1 -0.399 -22.604 -16.681  0.000
Cl2 0.865 -22.082 -14.908  0.000
Cl3 0.631 -24.065 -17.948  0.000


Entry from the OMol25 dataset: C52H38AuBrN2O2P2 as an isolated structure (ωB97M-V/def2-TZVPD).

## Properties
* energy above the lowest of the compared OMol25 structures with the same formula, charge and spin: 0.0 kJ/mol
* expectation value of S²: 2.051
* LUMO energy (alpha / beta): -5.35 / -7.35 eV
* net charge: +2
* 2S+1: 3

Each line ends with the Mulliken spin population.
Cartesian coordinates (Å):
Au1 -0.267 0.095 -0.580  0.314
Br1 5.703 4.854 -2.319  0.072
C1 4.565 3.406 -2.070  0.261
C2 5.089 2.105 -1.957  -0.088
C3 4.246 1.050 -1.790  0.207
C4 2.809 1.212 -1.720  0.032
O1 2.070 0.219 -1.635  0.321
C5 2.298 2.575 -1.798  0.125
C6 0.894 2.936 -1.732  -0.020
N1 -0.094 2.291 -1.227  0.105
C7 -1.360 2.938 -1.268  -0.026
C8 -1.506 4.296 -1.124  0.025
C9 -2.770 4.905 -1.234  -0.008
C10 -3.877 4.153 -1.487  0.017
C11 -3.766 2.751 -1.623  -0.002
C12 -4.879 1.931 -1.921  0.002
C13 -4.696 0.587 -2.070  0.000
C14 -3.406 0.058 -1.883  -0.001
N2 -2.356 0.786 -1.592  0.025
C15 -2.504 2.129 -1.488  0.020
C16 3.180 3.619 -2.004  -0.029
H1 6.159 1.965 -2.017  0.002
H2 4.608 0.035 -1.721  0.004
H3 0.698 3.919 -2.165  0.011
H4 -0.652 4.914 -0.903  0.001
H5 -2.851 5.976 -1.119  0.001
H6 -4.849 4.614 -1.587  0.000
H7 -5.855 2.382 -2.037  0.000
H8 -5.511 -0.079 -2.313  0.000
H9 -3.252 -1.007 -1.974  0.003
H10 2.817 4.634 -2.109  0.002
O2 0.129 -2.177 1.902  -0.001
C17 -0.140 -1.733 3.153  -0.010
C18 -0.363 -2.501 4.279  -0.002
C19 -0.615 -1.860 5.485  0.004
C20 -0.644 -0.476 5.573  0.000
C21 -0.439 0.281 4.431  0.006
C22 -0.202 -0.343 3.210  0.042
P1 0.244 0.632 1.758  0.130
C23 -0.569 2.222 2.024  0.043
C24 -1.930 2.211 2.328  0.050
C25 -2.618 3.398 2.502  -0.011
C26 -1.953 4.609 2.384  0.021
C27 -0.606 4.627 2.052  -0.007
C28 0.081 3.442 1.848  0.021
C29 2.038 0.806 1.936  -0.018
C30 2.651 1.763 2.744  0.007
C31 4.024 1.740 2.923  0.000
C32 4.791 0.749 2.327  -0.002
C33 4.182 -0.225 1.552  -0.003
C34 2.813 -0.194 1.352  0.019
C35 0.603 -3.373 1.496  -0.002
C36 1.066 -4.405 2.292  -0.001
C37 1.477 -5.586 1.694  0.001
C38 1.415 -5.757 0.319  0.001
C39 0.960 -4.714 -0.470  0.006
C40 0.580 -3.501 0.109  0.012
P2 -0.184 -2.239 -0.921  0.162
C41 -1.880 -2.828 -1.090  0.005
C42 -2.722 -2.623 0.005  0.015
C43 -4.021 -3.093 -0.023  -0.008
C44 -4.492 -3.762 -1.145  0.009
C45 -3.654 -3.976 -2.231  -0.004
C46 -2.344 -3.522 -2.203  0.015
C47 0.615 -2.255 -2.532  0.050
C48 1.939 -2.650 -2.703  0.043
C49 2.555 -2.491 -3.930  -0.009
C50 1.865 -1.922 -4.989  0.031
C51 0.552 -1.501 -4.818  -0.017
C52 -0.068 -1.658 -3.593  -0.003
H11 -0.367 -3.583 4.254  0.000
H12 -0.789 -2.463 6.365  0.000
H13 -0.832 0.011 6.518  0.000
H14 -0.468 1.361 4.493  0.003
H15 -2.454 1.270 2.453  0.000
H16 -3.670 3.376 2.749  0.000
H17 -2.485 5.535 2.546  0.000
H18 -0.084 5.569 1.952  0.000
H19 1.121 3.478 1.564  0.001
H20 2.068 2.506 3.267  0.000
H21 4.491 2.487 3.550  0.000
H22 5.861 0.727 2.484  0.000
H23 4.772 -1.015 1.107  0.002
H24 2.346 -0.950 0.731  0.004
H25 1.126 -4.319 3.369  0.000
H26 1.837 -6.387 2.323  0.000
H27 1.718 -6.688 -0.134  0.000
H28 0.895 -4.846 -1.541  0.001
H29 -2.364 -2.085 0.876  0.005
H30 -4.668 -2.937 0.829  0.000
H31 -5.509 -4.126 -1.169  0.000
H32 -4.016 -4.508 -3.099  0.000
H33 -1.694 -3.712 -3.048  0.002
H34 2.497 -3.080 -1.883  0.001
H35 3.578 -2.815 -4.061  0.000
H36 2.348 -1.807 -5.950  0.001
H37 0.011 -1.054 -5.639  0.000
H38 -1.087 -1.309 -3.467  0.003


Entry from the OMol25 dataset: C52H38NO10S2 as an isolated structure (ωB97M-V/def2-TZVPD).

## Properties
* LUMO energy: 0.06 eV
* net charge: -1

Each line ends with the Löwdin charge.
Cartesian coordinates (Å):
C1 -1.899 4.316 4.500  -0.178
S1 -3.660 4.160 4.982  0.498
O1 -3.918 5.286 5.908  -0.412
O2 -4.444 4.330 3.753  -0.382
N1 -3.995 2.768 5.844  -0.335
S2 -3.707 1.375 4.963  0.546
O3 -4.998 0.660 4.849  -0.396
O4 -3.180 1.583 3.599  -0.388
C2 -2.635 0.221 5.946  -0.228
C3 -1.498 0.958 6.753  -0.234
C4 -0.076 0.279 6.671  -0.165
C5 0.345 -0.021 5.193  -0.214
C6 1.028 -1.240 4.775  -0.038
C7 1.314 -1.391 3.351  -0.092
C8 0.951 -0.407 2.347  -0.079
C9 0.270 0.829 2.767  -0.044
C10 -0.009 0.973 4.190  -0.042
H1 -1.596 5.363 4.263  0.066
H2 -1.727 3.630 3.625  0.042
H3 -1.280 3.893 5.339  0.044
H4 -2.278 -0.557 5.229  0.104
H5 -3.283 -0.315 6.694  0.100
H6 -1.801 0.922 7.840  0.112
H7 -1.457 2.055 6.507  0.080
H8 -0.110 -0.685 7.260  0.109
H9 0.697 0.913 7.194  0.115
H10 1.272 -1.995 5.554  0.093
H11 1.820 -2.332 3.032  0.076
H12 1.132 -0.521 1.257  0.083
H13 -0.057 1.611 2.042  0.091
H14 -0.538 1.898 4.506  0.071
C11 5.307 -5.972 1.019  -0.057
C12 6.502 -6.649 1.250  -0.061
C13 7.024 -6.720 2.533  -0.003
C14 6.360 -6.103 3.589  -0.084
C15 5.176 -5.404 3.353  -0.080
C16 4.646 -5.350 2.067  0.004
C17 4.482 -4.699 4.461  -0.272
O5 3.448 -4.094 4.257  0.104
C18 5.077 -4.740 5.819  -0.079
C19 4.470 -4.038 6.856  0.007
C20 5.011 -4.080 8.133  -0.054
C21 6.156 -4.832 8.382  -0.059
C22 6.768 -5.530 7.350  -0.003
C23 6.236 -5.478 6.065  -0.085
C24 6.919 -6.199 4.962  -0.279
O6 7.922 -6.854 5.176  0.099
H15 4.896 -5.926 0.017  0.107
H16 7.024 -7.124 0.428  0.106
H17 7.951 -7.252 2.709  0.119
H18 3.719 -4.820 1.882  0.122
H19 3.577 -3.453 6.669  0.117
H20 4.540 -3.528 8.938  0.109
H21 6.574 -4.870 9.381  0.106
H22 7.661 -6.110 7.547  0.119
C25 -1.597 4.088 -1.336  -0.044
C26 -1.792 4.809 -2.511  -0.056
C27 -1.084 4.476 -3.658  -0.008
C28 -0.170 3.427 -3.631  -0.117
C29 0.044 2.720 -2.446  -0.094
C30 -0.681 3.047 -1.302  0.012
C31 1.051 1.632 -2.387  -0.281
O7 1.232 1.016 -1.356  0.106
C32 1.837 1.316 -3.607  -0.084
C33 2.825 0.337 -3.554  0.001
C34 3.555 0.025 -4.691  -0.060
C35 3.295 0.685 -5.890  -0.061
C36 2.315 1.665 -5.947  -0.001
C37 1.590 1.990 -4.804  -0.088
C38 0.568 3.066 -4.867  -0.300
O8 0.344 3.645 -5.913  0.103
H23 -2.157 4.344 -0.443  0.119
H24 -2.499 5.631 -2.533  0.111
H25 -1.243 5.036 -4.572  0.123
H26 -0.529 2.492 -0.384  0.115
H27 3.028 -0.181 -2.624  0.122
H28 4.327 -0.734 -4.646  0.106
H29 3.861 0.436 -6.780  0.106
H30 2.120 2.179 -6.880  0.121
C39 -7.645 1.622 -9.947  -0.063
C40 -6.621 1.045 -10.693  -0.064
C41 -5.403 0.758 -10.095  -0.004
C42 -5.200 1.057 -8.751  -0.083
C43 -6.218 1.657 -8.010  -0.082
C44 -7.445 1.928 -8.609  -0.001
C45 -6.000 2.028 -6.588  -0.278
O9 -6.889 2.547 -5.942  0.107
C46 -4.676 1.760 -5.974  -0.082
C47 -4.435 2.152 -4.660  0.017
C48 -3.205 1.895 -4.073  -0.036
C49 -2.213 1.236 -4.794  -0.043
C50 -2.445 0.848 -6.104  0.015
C51 -3.673 1.117 -6.702  -0.082
C52 -3.898 0.729 -8.116  -0.279
O10 -3.030 0.157 -8.748  0.100
H31 -8.600 1.838 -10.413  0.105
H32 -6.775 0.818 -11.741  0.105
H33 -4.610 0.304 -10.677  0.119
H34 -8.243 2.382 -8.034  0.120
H35 -5.206 2.663 -4.094  0.125
H36 -3.018 2.206 -3.052  0.106
H37 -1.255 1.029 -4.332  0.102
H38 -1.667 0.340 -6.662  0.123